Formula: C32H88N8O8
Source: the OMol25 dataset
Level of theory: ωB97M-V/def2-TZVPD

```
136
Properties=species:S:1:pos:R:3:forces:R:3:lowdin_charge:R:1
C -3.016036 2.922024 -5.865626 -0.018 -0.292 0.257 -0.420
H -1.033986 3.657810 3.840811 0.146 -0.203 0.129 0.087
H 4.584121 -1.059866 -0.621513 0.321 -0.325 0.114 0.110
H -1.857955 0.632376 0.830757 -0.305 -0.066 -0.320 0.115
H 1.125256 -3.189925 0.698408 0.025 0.089 -0.315 0.032
C -0.232147 -0.773009 0.955764 1.022 1.063 -1.128 -0.397
H 1.042994 0.705464 -2.296977 0.234 -0.247 0.097 0.111
H 1.697154 -0.526830 0.301954 -0.020 0.238 -0.434 0.024
H -5.363342 3.184376 -2.033754 0.226 -0.368 -0.180 0.063
H 3.697769 -0.019241 -2.917381 0.227 -0.505 0.398 0.040
H 3.754945 -3.851813 1.209802 0.155 0.008 0.084 0.120
C -0.460717 3.535913 2.917307 -1.576 0.651 0.579 -0.052
H 2.553737 3.936062 -2.034758 -0.029 0.140 -0.106 0.087
C -3.422101 -5.599491 3.199058 -1.168 1.751 -0.458 -0.056
C 1.497655 -5.310522 -0.989028 0.729 -1.171 -0.093 -0.053
H -3.840236 4.651044 -4.973905 -0.018 0.253 0.340 0.122
C 4.441243 0.623537 0.700344 0.688 -0.041 -0.998 -0.434
N 3.170505 1.086400 0.125150 0.482 -0.004 0.423 0.064
C 2.121065 -4.976633 0.360990 -0.781 1.309 -0.435 -0.410
H -7.152310 0.895075 0.806815 0.178 -0.367 -0.177 0.085
H -0.911434 -5.989737 2.610640 -0.144 -0.230 0.009 0.063
H -3.950293 2.443714 -6.175403 0.078 -0.522 0.225 0.134
H -2.656165 0.656925 -2.642245 -0.004 -0.823 0.318 0.086
O -4.165410 -0.280530 1.098914 -0.346 0.071 -0.773 -0.187
C 4.214257 -0.126814 1.988049 -0.073 -0.393 -0.479 -0.042
H -2.256391 -1.895296 6.237500 -0.262 -0.281 -0.057 0.086
H -4.705643 4.673748 -2.605903 -0.023 0.100 -0.352 0.092
H 1.307159 3.006466 -1.307498 -0.427 -0.376 -0.186 0.070
O -2.439981 -3.117103 4.569998 0.026 -0.039 0.643 -0.187
H -1.028181 4.144094 2.205537 0.055 -0.011 -0.142 0.080
H 0.926755 4.843677 1.148900 -0.277 -0.306 -0.145 0.070
H 1.235872 -4.472480 -1.634911 -0.119 0.334 0.450 0.075
H -2.237126 1.176184 -4.837102 0.151 -0.229 -0.182 0.065
H 2.895358 3.785637 3.854370 0.045 0.200 -0.093 0.125
H -2.428179 3.297236 -7.783119 0.419 -0.171 0.153 0.067
N -6.271340 0.792125 -1.708978 0.105 -0.659 -0.490 0.037
C 1.733011 3.258287 -2.282981 1.307 0.419 0.228 -0.115
H -4.008587 -5.058050 3.947569 0.147 -0.255 0.314 0.069
H 2.233191 -5.864826 0.984020 0.317 -0.213 -0.343 0.143
H -1.460200 1.778622 -2.163076 0.015 0.301 0.134 0.080
H 8.383576 -0.046567 0.081422 0.214 0.475 0.060 0.092
O -4.305152 3.006807 -3.806247 0.039 -0.158 0.122 -0.179
C -3.380767 3.726280 -4.610235 -0.136 -0.070 -0.495 -0.207
H 2.372898 4.684376 1.726112 0.168 -0.259 0.156 0.071
H -0.941761 -4.524361 4.195532 0.007 0.074 0.301 0.125
H 2.225514 -5.889144 -1.565125 -0.011 -0.052 -0.003 0.075
N 3.164478 -0.702876 -3.441289 -0.129 0.640 -0.473 0.054
H -4.112870 -0.685108 -0.949932 0.344 0.164 0.069 0.118
H 5.099676 1.477857 0.904138 -0.032 0.104 0.224 0.125
H 2.621653 5.001991 6.090512 0.163 -0.052 -0.203 0.087
C -5.416072 0.948615 -0.520589 -1.578 1.197 -0.586 -0.441
H -0.665289 -4.876216 1.497796 -0.163 -0.084 -0.065 0.019
H -0.556204 0.224183 2.775930 0.344 0.307 0.368 0.073
C 1.457173 1.121769 -3.222845 -0.580 0.421 -0.504 -0.213
C 1.571604 4.723529 5.949127 0.695 -0.139 1.041 -0.116
H -2.797870 1.452397 -1.048345 -0.026 -0.097 -0.108 0.063
H 1.674065 -3.966952 1.986848 -0.469 0.176 0.288 0.076
C -4.822741 -0.389074 -0.165461 0.695 -0.069 0.111 -0.193
H -3.598850 3.547369 -1.912166 0.060 -0.366 0.058 0.084
H -6.877501 2.444417 0.190192 0.473 0.240 -0.293 0.072
H 1.121520 0.478360 2.103371 -0.128 0.164 0.069 0.055
N -2.607006 3.845119 -6.945852 -0.212 -0.088 -0.029 0.023
H -3.850444 -2.328520 0.898197 0.159 0.086 -0.116 0.086
H -1.532507 1.494496 -6.500184 0.103 -0.423 0.213 0.074
O 6.494404 -0.597877 0.013911 -0.474 -0.092 -0.318 -0.188
H 0.618291 -1.089569 -0.840801 0.344 0.006 -0.118 0.059
H 0.647546 -1.055655 2.895691 0.198 0.103 0.073 0.074
H 2.782136 -1.432931 -2.854121 -0.046 0.214 0.303 0.059
O 2.361689 2.175195 -2.947328 -0.161 -0.005 0.431 -0.195
C 3.435960 -4.218247 0.228085 0.502 -1.186 -0.625 -0.208
C -4.494119 3.599859 -2.537883 0.013 0.945 -0.098 -0.117
H 1.466639 -1.606028 -5.393352 0.258 -0.071 0.258 0.080
C 0.308325 -0.222123 2.279439 -1.181 -0.955 -0.185 -0.050
H 5.128474 -0.681905 2.204427 0.066 0.378 0.624 0.085
H -3.068559 -6.549930 3.586779 0.323 0.102 -0.082 0.074
N 1.181226 -4.122324 1.108752 0.520 0.010 0.596 0.022
H 0.598332 1.558110 -3.751688 -0.059 -0.061 -0.147 0.103
H -1.005607 -3.120722 3.096849 0.344 0.099 0.244 0.102
C 1.873788 3.401481 3.952880 -0.412 0.249 0.242 -0.198
N 1.482346 4.190466 1.695011 0.403 0.507 -0.021 0.032
O 1.458311 3.471318 5.304738 -0.354 -0.020 -0.209 -0.173
H -1.174657 -1.564087 4.920458 0.576 -0.109 0.178 0.076
H -2.880829 -3.914509 1.949203 0.028 -0.171 -0.191 0.103
H -5.848120 1.796257 1.480183 0.297 0.096 -0.207 0.077
H -0.891570 -1.634418 1.082564 -0.021 0.011 0.144 0.119
C -1.880244 1.909776 -5.555870 -0.971 1.326 -0.395 -0.050
H -6.825016 1.612839 -1.910818 -0.012 0.076 0.268 0.060
H 7.314806 1.284730 -0.535330 -0.035 -0.257 -0.375 0.092
H 5.263797 0.396563 -1.295811 0.048 0.209 -0.027 0.116
H 6.396364 -5.077744 -0.918306 -0.248 0.072 -0.461 0.086
H 1.051758 3.823016 -2.922712 -0.320 -0.307 -0.039 0.088
H 0.257425 -0.351346 -5.205249 0.066 0.173 0.036 0.062
C 1.076162 -0.865604 -4.699930 -0.100 0.625 0.605 -0.044
C 5.202758 -0.194045 -0.373458 -0.730 0.352 0.321 -0.208
H 3.376697 1.581955 -0.737957 -0.260 0.097 -0.065 0.061
H 6.069200 -4.229580 0.539406 -0.049 0.323 0.062 0.086
C -0.977818 0.359114 0.236955 -0.146 0.541 0.148 -0.195
H -0.335133 1.247060 0.188454 0.260 0.077 0.311 0.122
O 4.423203 -5.091953 -0.339162 0.003 0.630 0.119 -0.187
N -1.408497 -5.449103 1.910191 0.174 0.454 -0.691 0.027
H -2.879546 -1.474118 2.118743 -0.095 -0.118 0.129 0.071
C -3.864090 -1.537184 1.652495 0.043 -0.213 0.170 -0.107
H 1.183017 4.561036 6.954518 -0.079 -0.025 -0.030 0.089
H -1.088247 2.511421 -5.108293 0.243 -0.239 -0.036 0.065
C 7.425561 0.460277 0.174061 -0.310 -0.449 0.546 -0.099
C -2.388960 -4.622804 2.611247 0.810 -1.220 1.554 -0.420
H 3.444465 -0.896210 1.886792 -0.157 0.112 -0.201 0.067
N 0.916728 -1.149105 0.125256 -0.302 -0.921 0.226 0.051
H 7.294632 0.899364 1.167468 0.334 0.004 0.083 0.082
C -1.612512 -3.823458 3.686087 -0.525 -0.082 -1.176 -0.236
H -0.925760 -3.038097 5.987952 0.254 0.126 -0.088 0.089
C 5.664819 -4.412011 -0.463649 -0.020 -0.511 0.893 -0.105
H -4.143360 -5.735525 2.390121 0.069 -0.689 0.030 0.073
O -1.294049 0.038773 -1.114841 -0.627 -1.145 0.056 -0.189
H 1.888154 2.357467 3.634413 -0.024 -0.116 0.328 0.115
H 0.808706 5.170108 3.438202 -0.226 -0.045 0.168 0.126
H 2.826903 1.771372 0.793956 -0.429 0.194 -0.312 0.060
H 3.878896 0.590690 2.737537 0.328 -0.278 0.411 0.074
H 0.658006 -1.318015 -3.795387 -0.270 -0.540 -0.325 0.077
H -2.482329 3.952938 -4.029602 0.081 0.180 0.009 0.122
C 0.900057 4.146927 3.060980 0.900 0.004 -1.199 -0.441
C -2.110788 0.990895 -1.760033 0.772 1.106 0.240 -0.109
H -5.743249 0.615375 -2.557233 0.147 -0.087 0.097 0.073
H 5.560936 -3.454382 -0.976417 0.093 -0.051 -0.245 0.077
C -1.636378 -2.381170 5.483796 -0.646 0.348 -0.400 -0.096
H -0.594363 2.507067 2.589179 0.753 -0.079 0.021 0.056
C 2.123245 0.091936 -4.119636 0.377 -0.773 -0.228 -0.418
H -5.529591 -1.222840 -0.195392 -0.584 0.388 0.407 0.131
H -4.611381 -1.824364 2.398304 0.071 0.042 0.103 0.101
H -3.437885 4.351265 -7.243389 0.049 0.325 0.298 0.068
H 3.324136 -3.363273 -0.446729 -0.233 0.205 0.071 0.113
H 0.641791 -5.967020 -0.832366 -0.195 0.237 -0.089 0.075
H -4.670140 1.718137 -0.747890 0.422 -0.479 0.387 0.084
C -6.329939 1.563125 0.530283 -0.652 -0.483 1.054 -0.059
H 2.690294 0.619086 -4.890870 -0.392 0.232 -0.185 0.139
H 1.071343 5.620896 5.576727 -0.341 -0.421 -0.691 0.080
```
Positions in Å, forces in eV/Å.

## Properties
Lowest unoccupied orbital energy: 0.317 eV
Relative energy (zero: lowest compared OMol25 entry of this formula, charge and spin): 137.8 kJ/mol
Spin multiplicity: 1
Structure (SMILES): COC[C@H](C)N.COC[C@H](C)N.COC[C@H](C)N.COC[C@H](C)N.COC[C@H](C)N.COC[C@H](C)N.COC[C@H](C)N.COC[C@H](C)N
Frontier orbital gap: 8.73 eV
E_HOMO: -8.41 eV